# 1
# C27H38BIrN6O6S5

A molecular structure, C27H38BIrN6O6S5 (ωB97M-V with the def2-TZVPD basis set, OMol25).

Calculated values
HOMO-LUMO gap (alpha / beta): 7.988 / 5.175 eV
Energy above the lowest of the compared OMol25 structures with the same formula, charge and spin: 0.00 kcal/mol

```
! RIJCOSX wB97M-V def2-TZVPD def2/J DEFGRID3
* xyz 1 6
Ir 0.7855 0.2866 -0.4588
S -0.0483 -0.6223 2.0692
S -0.7676 -1.1095 -1.6421
S -0.4375 2.3463 -0.1080
S 3.2726 1.6381 0.1205
S 2.8522 -1.5353 -1.3219
O 2.0849 -0.5647 -2.1559
O 3.8909 2.7891 0.6929
O 2.3946 0.8788 1.0614
O 2.4214 1.8873 -1.0675
O 2.1014 -1.6470 -0.0483
O 3.1425 -2.7750 -1.9681
N -1.9200 -3.1836 -0.2567
N -2.7928 1.1115 -0.6867
N -1.0937 1.3365 3.6496
N -2.3148 0.8622 1.8692
N -2.6411 -1.2174 0.3837
N -1.9568 2.1699 -2.4108
C -2.8174 -3.3798 0.7711
C 0.0014 3.7445 -2.7691
C -0.0082 1.3432 4.7078
C 6.8114 -1.0023 -1.0558
C 6.9749 0.2460 -0.4922
C -3.6304 0.8905 -1.7602
C 5.8577 1.0017 -0.1545
C 1.3220 1.6987 4.0489
C 5.5303 -1.4931 -1.2827
C -2.1305 2.1956 3.6170
C -1.1815 0.5114 2.5454
C 4.5776 0.5234 -0.3776
C -1.7965 -4.2385 -2.4794
C 4.4117 -0.7483 -0.9520
C -1.9972 3.8214 -4.2244
C -3.1116 1.5310 -2.8234
C -1.0874 2.8963 -3.4140
C 0.2356 -4.1947 -0.9743
C -1.7080 -5.6373 -0.4264
C -1.2827 -4.3076 -1.0436
C -1.8099 -1.8506 -0.4669
C -2.8978 1.8842 2.5186
C -3.2637 -2.1686 1.1590
C -1.7725 1.8855 -1.1063
C -0.4451 1.8238 -4.2931
C 0.0177 -0.0210 5.3921
C -0.3543 2.4087 5.7437
B -3.0109 0.2724 0.5869
H -0.4058 4.4773 -2.0724
H 5.9762 1.9799 0.2878
H -1.4999 -3.3156 -2.9734
H -1.1915 1.2163 -4.8068
H -1.3816 4.3800 -4.9277
H 5.3905 -2.4676 -1.7272
H 0.6711 -5.1096 -1.3756
H -4.1862 0.3019 0.8334
H -1.3708 -5.0689 -3.0425
H -2.8837 -4.3283 -2.5075
H 1.6827 0.9248 3.3774
H 0.2958 -0.8212 4.7118
H -2.2875 2.9570 4.3562
H -1.2388 -6.4303 -1.0055
H 0.6152 -3.3668 -1.5631
H -1.3068 2.2121 6.2381
H 0.5772 -4.0743 0.0541
H -3.9906 -1.8997 1.9047
H -0.9501 -0.2487 5.8417
H -2.5027 4.5354 -3.5732
H 1.2388 2.6300 3.4863
H 7.6683 -1.6041 -1.3257
H -3.0811 -4.3537 1.1313
H -2.7862 -5.7943 -0.4736
H 0.1782 2.3050 -5.0466
H -3.8252 2.3184 2.1869
H 2.0650 1.8433 4.8333
H 0.7630 3.1575 -2.2638
H -2.7447 3.2876 -4.8083
H 0.7612 0.0116 6.1882
H -1.3654 -5.7390 0.6043
H 0.4212 2.3855 6.5068
H 0.1927 1.1678 -3.6973
H -3.4741 1.5967 -3.8305
H -4.5247 0.3001 -1.6665
H -0.3572 3.4136 5.3193
H 7.9632 0.6451 -0.3100
H 0.4864 4.2877 -3.5806
*
```


# 2
# C27H38ClN5O4P3S

3 unconnected molecules or ions with the total composition C27H38ClN5O4P3S (ωB97M-V with the def2-TZVPD basis set, OMol25).

Calculated values
HOMO-LUMO gap: 5.720 eV

```
! RIJCOSX wB97M-V def2-TZVPD def2/J DEFGRID3
* xyz 1 1
Cl -2.3529 3.0292 3.5228
S 3.8673 0.0632 1.5096
P -2.5766 1.2194 2.5621
P -0.1901 3.2515 -2.0684
P 2.3879 -0.9243 0.8089
O -2.2561 0.2005 3.7766
O 2.0347 -2.1357 1.7863
O -0.5141 -2.5992 3.3087
O 2.6816 -1.6092 -0.5997
N 1.8589 0.4297 -2.5646
N 4.9930 -4.7825 -2.4129
N -4.9689 -5.9110 1.8275
N 0.0603 -0.5722 2.5682
N -0.0277 0.3296 1.5083
C 1.0033 1.1779 -0.4535
C 4.2627 1.8245 -2.1965
C -0.0446 2.0995 -0.6155
C -1.0928 2.1085 0.3464
C 4.0549 1.0578 -3.3307
C 4.8480 -5.1941 -3.7094
C -1.8783 4.5438 0.5023
C 2.8424 0.3890 -3.4616
C -3.6180 -5.9867 1.6263
C 0.6293 -0.0555 3.7956
C 4.0551 -4.2841 -4.3541
C 3.2653 1.8694 -1.2321
C -0.7687 -1.7070 2.5644
C -3.0142 -5.1388 2.5164
C 1.4100 3.9956 -2.5339
C -3.0896 5.4754 0.2565
C 3.7071 -3.2825 -3.4069
C -1.0668 1.2094 1.4165
C 0.9856 0.2786 0.6159
C -1.9433 -1.8299 1.6215
C -4.0431 -4.5303 3.2866
C -2.2299 3.0947 0.1704
C 4.2987 -3.6209 -2.2177
C -0.8759 2.2703 -3.4673
C -5.2368 -5.0293 2.8374
C 2.1045 1.1545 -1.4725
C -3.7079 6.0640 1.5384
H -3.3205 5.5728 2.4262
H 1.8629 4.4203 -1.6431
H 4.2893 -3.1379 -1.2595
H 0.6954 -0.8408 4.5364
H -1.8071 2.7356 -3.7662
H 3.0933 -2.4138 -3.5794
H 5.1845 2.3753 -2.0860
H 3.4113 2.4613 -0.3448
H -3.4802 7.1211 1.6398
H -1.9410 -1.0944 0.8203
H -1.8216 -2.8016 1.1546
H 2.0677 -2.9806 1.3134
H -5.6593 -6.4257 1.3128
H -1.1359 1.2781 -3.1008
H -0.1866 2.1471 -4.2961
H 1.1958 4.8143 -3.2163
H -6.2482 -4.8353 3.1502
H -2.5103 3.0766 -0.8803
H 1.6468 0.2907 3.6162
H -2.8461 -1.8150 2.2203
H 2.6677 -0.1929 -4.3563
H 5.5282 -5.2608 -1.7121
H 5.3194 -6.0955 -4.0607
H -3.2052 -6.6348 0.8723
H -1.5591 4.6909 1.5296
H -4.7919 5.9894 1.5470
H -1.0747 4.9138 -0.1215
H -3.8454 4.9834 -0.3525
H 2.1064 3.3285 -3.0321
H -1.9535 -4.9733 2.6107
H -2.7409 6.3217 -0.3300
H 0.0765 0.7766 4.2244
H 3.7586 -4.3293 -5.3883
H -3.1258 2.8133 0.7212
H 4.7883 0.9666 -4.1148
H -2.2409 0.6308 4.6420
H 1.8665 -2.0065 -0.9536
H -3.9190 -3.8125 4.0808
*
```


# 3
# C27H38F18N7O12S6

6 unconnected molecules or ions with the total composition C27H38F18N7O12S6 (ωB97M-V with the def2-TZVPD basis set, OMol25).

Calculated values
HOMO-LUMO gap: 6.721 eV
Energy above the lowest of the compared OMol25 structures with the same formula, charge and spin: 0.87 kcal/mol

```
! RIJCOSX wB97M-V def2-TZVPD def2/J DEFGRID3
* xyz 1 1
S -0.4242 -1.9981 -4.0947
S 4.8706 -1.4205 -0.1992
S -0.4040 2.3839 1.9844
S 4.7102 0.9224 -1.2107
S -0.2050 -0.0242 2.7118
S -0.3834 0.4781 -4.3094
F 2.1200 -2.6704 -3.3259
F -2.8819 -0.0474 2.6339
F 1.0297 -4.3460 -4.0623
F -1.9249 -1.1585 1.0353
F 2.7128 1.0280 -3.1313
F -1.0533 3.0248 -4.0718
F 4.6278 -3.8418 1.0907
F 4.4381 2.3670 -3.4639
F 0.6124 -3.5902 -2.1337
F 3.0977 -2.5398 1.5976
F -1.4432 1.7834 -2.3008
F 0.5840 2.5026 -2.7802
F 0.5316 3.4655 -0.3364
F 4.5766 0.2291 -3.7809
F 3.0472 -3.4173 -0.3738
F -2.1060 -2.0330 3.0506
F -0.5151 4.9057 0.9156
F -1.5276 3.3953 -0.1335
O 0.8212 -1.1069 2.6166
O 0.6293 2.9616 2.8369
O -1.7873 2.4288 2.4586
O 0.8051 0.7745 -5.2207
O -1.7091 -2.5488 -3.7005
O 4.3228 2.1013 -0.4501
O 5.5695 -2.0301 -1.3371
O 5.8220 -1.0228 0.8858
O 6.1694 0.7142 -1.4569
O -0.2997 0.5309 4.0974
O -0.1194 -2.0523 -5.5296
O -1.7016 0.3488 -4.9015
N 3.7774 -0.4778 -0.6052
N 0.9997 -0.3453 -0.7447
N 3.6766 4.4259 2.7695
N -5.2134 -1.1651 -2.3008
N 4.2242 -2.0634 5.3079
N -0.0365 1.0708 1.3104
N -0.1117 -0.5531 -3.2578
C -5.2340 -2.6939 -1.9494
C 0.9836 -3.2206 -3.3280
C 3.8490 5.7905 2.2861
C -0.4704 3.6347 0.5451
C 3.8331 4.1257 4.1122
C -6.6679 -0.7257 -2.6496
C 3.5919 1.7888 3.6574
C -4.8644 1.1835 -1.1051
C 3.0895 -1.3691 5.6300
C -4.3653 -0.9941 -3.5650
C 3.5058 3.4424 1.8668
C -5.9837 -3.6344 -2.9514
C 3.5313 2.1045 2.2760
C 4.4367 -3.4058 5.9745
C -4.4721 1.8288 0.1877
C 3.8405 -2.9630 0.5384
C 3.7027 2.8474 4.5615
C -7.3393 -3.0662 -3.3211
C -7.3038 -1.5809 -3.6759
C -1.9243 -0.9260 2.3292
C 5.0495 -1.6779 4.3277
C 4.0514 1.1531 -3.0188
C 3.6944 0.3476 4.0522
C 4.7546 -0.4591 3.6585
C -0.5591 2.0658 -3.2191
C 2.8589 -0.1680 4.9928
C -4.7017 -0.3564 -1.0235
H -4.5588 -0.0491 -4.0725
H 5.4818 -0.0431 2.9770
H 3.8620 5.0149 4.7245
H -5.1432 1.5712 1.0071
H -4.2730 2.8871 0.0190
H -3.3638 -1.0490 -3.1381
H 0.8910 -1.3202 -0.5044
H -4.3382 1.5186 -1.9989
H -7.3052 -0.8083 -1.7692
H -3.5475 1.4347 0.6097
H 0.5904 -0.1451 -1.6461
H -7.7781 -3.4720 -4.2326
H 3.6735 6.5830 3.0135
H 3.3545 1.2455 1.6457
H -3.7477 -0.7680 -0.6941
H -5.3786 -0.6009 -0.2049
H -5.9730 -4.6375 -2.5251
H 0.6778 0.2209 0.0272
H -6.7994 -1.3242 -4.6074
H 2.5070 -1.7437 6.4587
H -8.0685 -3.2637 -2.5354
H 3.1641 5.9523 1.4536
H 4.8321 -3.2234 6.9738
H -8.3069 -1.1984 -3.8646
H 3.4340 3.7347 0.8296
H 3.5396 -4.0191 6.0592
H -4.4305 -1.8661 -4.2157
H 4.8889 5.9161 1.9846
H 6.0125 -2.1619 4.2584
H -5.5590 -2.7897 -0.9134
H 2.0078 -0.3044 -0.7907
H -4.1852 -2.9843 -1.8879
H -5.4859 -3.7452 -3.9147
H 3.7627 2.6986 5.6295
H -6.6754 0.2750 -3.0814
H 2.1600 0.5322 5.4261
H 5.1802 -3.9785 5.4202
H -5.9172 1.4499 -1.1991
*
```


# 4
# C27H38LiN6O2PSSe

A molecular structure, C27H38LiN6O2PSSe (ωB97M-V with the def2-TZVPD basis set, OMol25).

Calculated values
HOMO-LUMO gap (alpha / beta): 3.103 / 3.097 eV
Energy above the lowest of the compared OMol25 structures with the same formula, charge and spin: 51.32 kcal/mol

```
! RIJCOSX wB97M-V def2-TZVPD def2/J DEFGRID3
* xyz -2 1
Se -1.8674 -2.3186 -1.3312
S -0.9663 1.5310 -0.2182
P -0.2060 -1.6837 2.9396
O 1.4953 0.7124 0.8940
O 0.1913 -1.8372 1.5263
N -1.7580 -1.1318 3.1454
N -0.0704 -3.1963 3.6502
N -0.7319 3.3653 -2.1157
N 0.5357 1.6195 -2.5968
N 0.7387 -0.6639 3.8170
N 1.2479 -0.3856 -1.5799
C 0.8289 -4.8685 5.0747
C 2.0540 -1.4434 -1.5325
C -4.7944 -5.6348 -3.0405
C -2.7642 -1.6308 2.1884
C 1.6252 1.4778 4.3937
C -2.3580 -0.9317 4.4671
C -1.6461 4.2249 -1.4227
C 0.2771 -5.5015 3.7959
C 2.2870 0.2671 -3.6146
C 2.7574 0.4615 4.2113
C 1.3423 0.4625 -2.5876
C -2.6510 -4.5161 -3.0490
C 2.9954 -1.7308 -2.5025
C -4.3430 -3.8078 -1.5241
C -5.1992 -4.7785 -2.0208
C -3.5063 -5.4869 -3.5467
C -3.7969 -1.4337 4.3250
C -0.1091 3.6293 -3.3070
C 3.1040 -0.8418 -3.5642
C -3.0347 -3.6387 -2.0169
C 0.3203 0.6771 4.2447
C -4.0846 -1.2426 2.8362
C -0.3916 2.0994 -1.6419
C 0.3081 -4.3399 2.8125
C 0.6548 2.5752 -3.6158
C 2.1336 -0.5553 3.2797
C 0.2716 -3.4373 5.0501
Li 0.2013 -0.4765 0.1137
H 3.6216 -2.6090 -2.4230
H -1.6514 -4.4149 -3.4547
H 2.3977 0.9523 -4.4389
H -1.8136 -1.4656 5.2520
H -2.3484 0.1300 4.7331
H -0.7522 -5.8378 3.9481
H -0.6141 -3.3610 5.6932
H 3.6415 0.9181 3.7626
H -1.2716 4.4555 -0.4240
H -0.2356 0.6270 5.1872
H -2.6043 -1.2072 1.2000
H -6.1990 -4.8668 -1.6054
H 1.9310 -2.0741 -0.6589
H -2.6125 3.7282 -1.2996
H -5.4633 -6.3941 -3.4301
H 0.8679 -6.3525 3.4525
H 1.2880 2.4461 -4.4679
H -4.6771 -3.1473 -0.7323
H -3.1609 -6.1392 -4.3437
H 1.3152 -4.2133 2.3970
H -0.2605 4.5493 -3.8444
H 0.9989 -2.7036 5.4084
H 3.0419 0.0178 5.1771
H 1.6773 2.2182 3.5960
H -1.7626 5.1433 -1.9996
H 1.6753 1.9944 5.3579
H 2.0859 -0.1570 2.1847
H -4.3193 -0.1970 2.6214
H 3.8289 -1.0049 -4.3540
H -0.3150 1.1484 3.4896
H 1.9205 -4.8456 5.0341
H -4.4847 -0.8913 4.9775
H 0.5395 -5.4049 5.9806
H -0.3735 -4.4444 1.9704
H -3.8538 -2.4962 4.5780
H 2.6180 -1.5437 3.3213
H -2.7039 -2.7212 2.0707
H -4.9087 -1.8605 2.4780
*
```


# 5
# C27H38LiN6O2PSSe

A molecular structure, C27H38LiN6O2PSSe (ωB97M-V with the def2-TZVPD basis set, OMol25).

Calculated values
HOMO-LUMO gap (alpha / beta): 3.168 / 3.138 eV
Energy above the lowest of the compared OMol25 structures with the same formula, charge and spin: 48.33 kcal/mol

```
! RIJCOSX wB97M-V def2-TZVPD def2/J DEFGRID3
* xyz -2 1
Se -0.1127 0.2646 -3.3896
S -0.5818 -1.6107 0.3559
P 3.3738 0.3064 -0.2032
O 0.5225 0.5989 1.7231
O 2.2059 1.0752 -0.6835
N -1.3253 1.5090 -0.0836
N -3.0355 -2.2143 1.1424
N 3.3815 -1.2697 -0.7309
N -2.9456 -0.0950 0.5248
N 3.5831 0.2249 1.4235
N 4.7350 1.0915 -0.8039
C 3.2270 1.0307 3.5990
C -0.7935 1.3370 -5.9936
C -0.9634 2.7711 -0.3011
C -2.1586 -1.2652 0.6208
C -4.2921 -1.6913 1.3003
C -4.2545 -0.4090 0.9193
C -2.6335 -3.5614 1.4247
C -0.8059 1.3767 -7.3793
C 2.9285 -0.4728 3.6147
C 4.5595 2.2587 -1.6735
C 6.0373 1.1252 -0.1410
C 5.9918 2.6386 -2.0224
C 0.5052 -0.6637 -6.0630
C 0.4934 -0.6247 -7.4488
C -2.5800 1.2337 0.2204
C 6.7334 2.3704 -0.7111
C -0.1362 0.3160 -5.2819
C 3.3311 -2.9270 -2.3957
C -3.5445 2.2562 0.3188
C 2.9844 1.3876 2.1480
C 4.4700 -2.2001 -0.4184
C -1.8401 3.8378 -0.2485
C -3.1620 3.5572 0.0723
C 3.2879 -0.9834 2.2106
C 2.8697 -1.5097 -2.0935
C -0.1621 0.3968 -8.1292
C 4.6964 -2.9878 -1.7111
Li 0.3908 0.4808 -0.2064
H -1.3272 2.1864 -7.8820
H 5.9217 1.1751 0.9448
H 3.4836 -1.0040 4.3953
H 3.3818 -3.1172 -3.4683
H -2.2462 -4.0376 0.5197
H 3.4906 2.3136 1.8309
H 4.1551 -1.6521 2.2306
H 0.0899 2.9161 -0.5153
H -5.1173 -2.2754 1.6690
H 5.3750 -1.6791 -0.0917
H 1.0038 -1.4051 -8.0061
H -1.2998 2.1078 -5.4249
H 4.2613 1.2326 3.9141
H 3.9393 2.0101 -2.5327
H -5.0525 0.3026 0.9220
H 1.8602 -0.6193 3.7720
H 2.4341 -1.5204 1.7896
H 4.1744 -2.8727 0.3925
H -4.5713 2.0639 0.5820
H 1.7926 -1.3706 -2.1379
H 7.8057 2.2152 -0.8465
H 1.0178 -1.4690 -5.5499
H -3.8991 4.3497 0.1385
H -1.8322 -3.5739 2.1651
H 6.6206 0.2239 -0.3673
H 6.6015 3.2164 -0.0323
H -0.1722 0.4280 -9.2131
H 6.0783 3.6739 -2.3572
H 5.0438 -4.0045 -1.5147
H 6.3702 1.9887 -2.8162
H 3.3029 -0.8062 -2.8174
H -3.4993 -4.1082 1.8005
H 1.8383 1.3880 1.9173
H 5.4436 -2.4869 -2.3334
H 2.6444 -3.6509 -1.9497
H -1.4974 4.8449 -0.4427
H 4.0614 3.0800 -1.1434
H 2.5476 1.5770 4.2563
*
```


Largest force on an atom
In order: 0.44; 2.42; 8.93; 1.50; 1.46
Unit: eV Å⁻¹